(1)
{
  "formula": "C13H23ClGaNRu",
  "method": "ωB97M-V/def2-TZVPD",
  "symbols": ["Ga", "Cl", "C", "H", "H", "H", "Ru", "C", "C", "C", "H", "H", "H", "H", "H", "H", "H", "H", "C", "N", "C", "C", "C", "C", "C", "C", "C", "C", "H", "H", "H", "H", "H", "H", "H", "H", "H", "H", "H", "H"],
  "positions_angstrom": [[0.65640, 0.61680, -1.02895], [-1.35796, -0.32236, -2.10165], [1.87833, -0.84099, -1.34712], [2.54603, -0.81826, -0.48046], [2.43097, -0.71413, -2.28096], [1.28429, -1.76256, -1.35323], [-0.14411, 1.40555, -3.19248], [0.22981, 0.28590, -4.80505], [-1.65217, 2.78474, -3.37067], [1.42638, 2.40595, -3.09707], [-1.78401, 3.35293, -2.43302], [-1.38440, 3.44075, -4.21631], [-2.58398, 2.23917, -3.60094], [1.16030, -0.28939, -4.70027], [-0.60300, -0.41801, -4.94045], [0.27809, 0.96258, -5.67045], [2.40571, 2.08137, -3.52413], [1.45039, 3.47480, -2.79204], [0.40977, -2.97552, 3.82659], [0.21228, -2.48310, 2.48719], [-1.03433, -2.80766, 1.86056], [1.02623, -1.40773, 1.95784], [0.32715, -0.06980, 1.99377], [-0.03846, 0.37850, 3.25792], [-0.95680, 1.41236, 3.39413], [-1.45132, 2.05545, 2.25603], [-0.91295, 1.73352, 0.98949], [-0.02564, 0.67498, 0.85370], [0.05337, -4.01913, 3.81908], [-0.17907, -2.41293, 4.58654], [1.49086, -2.93141, 4.06762], [-1.86464, -2.12297, 2.11940], [-0.91271, -2.80464, 0.77245], [-1.30323, -3.80705, 2.20955], [1.93203, -1.37481, 2.59535], [1.31223, -1.68339, 0.92438], [0.43547, -0.08210, 4.12046], [-1.32648, 1.67325, 4.38501], [-2.20822, 2.84550, 2.34554], [-1.22258, 2.32385, 0.11264]],
  "lowdin_spin": [0.217, 0.228, 0.046, 0.003, 0.001, 0.003, 2.718, 0.242, 0.277, 0.795, 0.040, 0.040, 0.035, 0.035, 0.030, 0.042, 0.083, 0.082, 0.000, 0.000, 0.000, 0.001, 0.007, 0.002, 0.001, 0.001, 0.015, 0.043, 0.000, 0.000, 0.000, 0.000, 0.000, 0.000, 0.000, 0.001, 0.001, 0.000, 0.000, 0.009],
  "de_lowest_kj_mol": 19.1,
  "homo_lumo_gap_ev": [4.540, 7.684],
  "homo_ev": [-1.596, -5.100],
  "multiplicity": 6,
  "total_charge": -1
}

(2)
{
  "formula": "C2H4N2OS",
  "method": "ωB97M-V/def2-TZVPD",
  "symbols": ["C", "C", "N", "N", "O", "S", "H", "H", "H", "H"],
  "positions_angstrom": [[-0.06680, 1.07844, -0.48380], [-0.72652, -0.13850, 0.15430], [1.14215, 1.41092, 0.05292], [1.97003, -0.82599, -0.00164], [0.31337, -2.44353, 1.16622], [0.63336, -1.46546, 0.13790], [-0.00800, 0.94890, -1.58024], [-0.73290, 1.94267, -0.30145], [-0.91368, -0.00547, 1.21892], [-1.61101, -0.50199, -0.36313]],
  "nbo_charge": [-0.432, -0.548, -0.049, -0.701, -0.885, 1.621, 0.232, 0.259, 0.255, 0.248],
  "de_lowest_kj_mol": 799.0,
  "homo_lumo_gap_ev": [8.008, 7.769],
  "homo_ev": [-9.976, -9.388],
  "total_charge": 0
}

(3)
{
  "formula": "C2H2N2OS",
  "method": "ωB97M-V/def2-TZVPD",
  "symbols": ["C", "C", "N", "N", "O", "S", "H", "H"],
  "positions_angstrom": [[-2.36906, 0.31092, -0.02400], [-0.15053, 0.07806, 0.01013], [-3.49062, 0.57227, -0.09502], [-1.28325, -0.34375, 0.23813], [2.44149, -0.12010, -0.16256], [1.23609, -1.21773, -0.03259], [0.34670, 0.93556, -0.26509], [3.26918, -0.21525, 0.33100]],
  "lowdin_spin": [0.035, 0.357, 0.165, 0.283, 0.243, 0.877, 0.029, 0.012],
  "de_lowest_kj_mol": 276.1,
  "homo_lumo_gap_ev": [5.357, 6.224],
  "homo_ev": [-6.060, -9.888],
  "multiplicity": 3,
  "total_charge": 0
}

(4)
{
  "formula": "C48H70BGeN6OPbS3",
  "method": "ωB97M-V/def2-TZVPD",
  "symbols": ["Pb", "C", "C", "C", "C", "N", "C", "C", "N", "B", "N", "C", "C", "N", "C", "S", "C", "C", "C", "C", "N", "C", "C", "N", "C", "S", "C", "C", "C", "C", "C", "S", "H", "H", "H", "H", "H", "H", "H", "H", "H", "H", "H", "H", "H", "H", "H", "H", "H", "H", "H", "H", "H", "H", "H", "H", "H", "H", "H", "H", "H", "H", "H", "H", "H", "H", "C", "C", "C", "C", "C", "C", "C", "C", "C", "C", "C", "C", "H", "H", "H", "H", "H", "H", "H", "H", "H", "H", "H", "H", "H", "H", "H", "H", "H", "H", "Ge", "C", "C", "C", "C", "C", "C", "C", "C", "C", "C", "C", "C", "H", "H", "H", "H", "H", "H", "H", "H", "H", "H", "H", "C", "C", "C", "O", "H", "H", "H", "H", "H", "H", "H"],
  "positions_angstrom": [[0.58783, 0.24211, 0.61552], [6.48318, 2.79059, -2.67624], [5.65347, 1.92893, -1.72859], [6.36903, 0.59706, -1.52046], [5.47473, 2.68319, -0.41457], [4.30956, 1.67396, -2.34406], [3.93211, 2.11490, -3.60381], [2.69758, 1.63803, -3.84657], [2.31115, 0.89495, -2.75227], [0.98051, 0.14366, -2.61097], [1.06008, -1.28316, -3.13905], [1.49169, -1.67777, -4.39073], [1.49876, -3.02065, -4.42023], [1.08844, -3.47047, -3.17384], [0.82703, -2.39221, -2.38646], [0.28356, -2.42630, -0.75937], [0.97844, -4.92000, -2.80102], [-0.46796, -5.23809, -2.42513], [1.95431, -5.22924, -1.66696], [1.36063, -5.76879, -4.01121], [-0.16083, 0.98226, -3.19910], [-0.91301, 0.76524, -4.33106], [-1.87023, 1.70909, -4.36577], [-1.73121, 2.50137, -3.23492], [-0.66997, 2.03956, -2.52207], [-0.02098, 2.60105, -1.03097], [-2.62929, 3.69250, -3.05084], [-2.52318, 4.33369, -1.67280], [-2.24491, 4.71550, -4.11877], [-4.07207, 3.21654, -3.23850], [3.29184, 0.93657, -1.83114], [3.24219, 0.15482, -0.29555], [7.44556, 2.97476, -2.20107], [6.01822, 3.75983, -2.86190], [6.67440, 2.28962, -3.62551], [7.34320, 0.78601, -1.06861], [6.52622, 0.09285, -2.47524], [5.80755, -0.06092, -0.86082], [6.45608, 2.95359, -0.02343], [4.96172, 2.07688, 0.32718], [4.90562, 3.60054, -0.57675], [4.56061, 2.72959, -4.21610], [2.05313, 1.78495, -4.69559], [0.71000, 0.01537, -1.47698], [1.77650, -0.96977, -5.14954], [1.76845, -3.68538, -5.21659], [-0.79008, -4.68387, -1.54750], [-0.54977, -6.30424, -2.21152], [-1.13573, -5.00442, -3.25644], [1.71392, -4.67381, -0.76509], [2.97477, -4.98755, -1.96914], [1.90681, -6.29544, -1.44307], [0.69273, -5.60257, -4.85746], [1.27159, -6.81490, -3.72295], [2.39238, -5.60033, -4.32225], [-0.71353, -0.04751, -5.00688], [-2.63254, 1.88563, -5.09970], [-1.54893, 4.77924, -1.49463], [-2.73094, 3.62116, -0.87666], [-3.27515, 5.12311, -1.63531], [-1.21251, 5.03923, -3.98040], [-2.89227, 5.58872, -4.03793], [-2.35048, 4.30742, -5.12458], [-4.30793, 2.42355, -2.52718], [-4.27518, 2.85478, -4.24521], [-4.74467, 4.05325, -3.05350], [-0.61171, 3.97033, 2.12807], [0.17037, 2.77763, 2.62793], [-0.47908, 1.81448, 3.40991], [-1.95534, 1.91901, 3.69456], [0.24210, 0.75506, 3.97468], [-0.47043, -0.21839, 4.87655], [1.61944, 0.64946, 3.74730], [2.40925, -0.49867, 4.32685], [2.28467, 1.64184, 3.01183], [3.79546, 1.63698, 2.98898], [1.55482, 2.67520, 2.40163], [2.26899, 3.69224, 1.54258], [-1.35516, 3.68805, 1.37968], [0.02849, 4.72390, 1.68080], [-1.14108, 4.44251, 2.95708], [-2.45568, 2.61970, 3.03342], [-2.13246, 2.24791, 4.72241], [-2.43825, 0.94942, 3.57145], [-1.01478, -0.97300, 4.30473], [-1.19400, 0.29823, 5.50663], [0.21566, -0.74270, 5.53589], [2.77975, -0.26431, 5.32925], [3.27422, -0.73556, 3.70902], [1.80376, -1.39823, 4.40099], [4.20303, 0.95732, 2.23668], [4.18141, 1.32400, 3.95831], [4.19446, 2.62883, 2.79202], [1.65599, 4.00851, 0.70087], [3.17934, 3.27293, 1.12657], [2.53489, 4.58719, 2.11225], [-2.80359, -2.55664, 1.68150], [-4.53251, -2.26846, 2.51023], [-5.67103, -2.92504, 2.04892], [-6.90918, -2.69403, 2.63497], [-7.01970, -1.79875, 3.68807], [-5.89354, -1.13456, 4.15734], [-4.65930, -1.36973, 3.57087], [-1.50123, -3.16933, 2.98015], [-0.14067, -3.27565, 2.68792], [0.75748, -3.72410, 3.64525], [0.30766, -4.07430, 4.91171], [-1.04331, -3.98716, 5.21209], [-1.94106, -3.54110, 4.25116], [-2.95656, -3.46499, 0.44893], [-5.59559, -3.62418, 1.22318], [-7.78632, -3.21160, 2.26902], [-7.98367, -1.61793, 4.14552], [-5.97901, -0.43661, 4.98039], [-3.78472, -0.84957, 3.94899], [0.22927, -3.03240, 1.69975], [1.80882, -3.80878, 3.39913], [1.00807, -4.42539, 5.65877], [-1.40066, -4.26990, 6.19384], [-2.99422, -3.48121, 4.49960], [-3.42531, 1.10205, 0.58125], [-3.20788, -0.34012, 0.17217], [-2.72920, -0.47876, -1.26064], [-2.25581, -0.93744, 1.07477], [-4.13159, 1.58803, -0.09586], [-2.47971, 1.65316, 0.54829], [-3.82817, 1.15298, 1.59210], [-4.17193, -0.85906, 0.26338], [-1.77707, 0.03887, -1.39049], [-3.45308, -0.04082, -1.95233], [-2.57604, -1.52560, -1.52299]],
  "mulliken_charge": [0.706, -2.276, 1.263, -1.574, -1.084, 0.480, -0.389, -1.305, 0.887, 1.474, 0.717, -1.289, -0.394, 0.659, -0.475, -0.317, 1.240, -1.417, -1.467, -2.266, 0.843, -1.257, -0.622, 0.915, -0.639, 0.036, 1.155, -1.906, -1.727, -1.543, 0.259, -0.450, 0.459, 0.468, 0.516, 0.475, 0.402, 0.292, 0.527, -0.227, 0.419, 0.582, 0.661, -2.486, 0.682, 0.567, 0.157, 0.493, 0.377, 0.168, 0.399, 0.501, 0.481, 0.451, 0.488, 0.673, 0.622, 0.429, 0.205, 0.651, 0.339, 0.457, 0.374, 0.256, 0.422, 0.487, -2.243, 1.168, 1.257, -1.904, 1.225, -2.087, 1.350, -2.277, 1.397, -2.208, 1.022, -1.848, 0.287, 0.469, 0.491, 0.509, 0.478, -0.287, 0.268, 0.441, 0.588, 0.360, 0.462, 0.118, 0.152, 0.533, 0.546, 0.513, -0.333, 0.450, 0.574, -0.110, -0.600, -0.601, -0.499, -0.857, 0.421, -0.292, 0.416, -0.935, -0.395, -0.795, -0.044, -0.245, 0.391, 0.424, 0.388, 0.447, 0.167, 0.346, 0.479, 0.416, 0.429, 0.353, -0.900, 0.081, -1.091, 0.459, 0.487, -0.375, 0.380, 0.374, 0.015, 0.487, 0.307],
  "de_lowest_kj_mol": 0.0,
  "homo_lumo_gap_ev": 8.059,
  "homo_ev": -9.904,
  "total_charge": 1
}

Number 1: DFT total energy -3043.5516 Ha, largest force on an atom 4.940 eV Å⁻¹. Number 2: DFT total energy -661.2812 Ha, largest force on an atom 2.466 eV Å⁻¹. Number 3: DFT total energy -660.1287 Ha, largest force on an atom 6.401 eV Å⁻¹. Number 4: DFT total energy -5764.0844 Ha, largest force on an atom 0.099 eV Å⁻¹.